No. 1
DFT (ωB97M-V/def2-TZVPD) results for a structure of composition C26H69O9Zn.

Geometry (Å):
Zn -20.40 -26.49 18.58
C -16.74 -25.41 19.56
C -18.14 -24.83 19.76
O -19.03 -25.03 18.71
H -16.69 -26.50 19.62
H -16.13 -25.09 20.42
H -16.29 -25.07 18.63
H -18.01 -23.76 19.96
H -18.50 -25.26 20.71
C -17.48 -30.56 22.06
C -18.46 -29.39 22.09
C -17.85 -28.13 22.65
O -18.88 -29.21 20.72
H -17.82 -31.41 21.47
H -17.44 -30.89 23.11
H -16.41 -30.37 21.93
H -19.36 -29.59 22.68
H -16.97 -27.88 22.05
H -17.67 -28.17 23.73
H -18.53 -27.28 22.52
H -19.50 -28.47 20.74
C -16.93 -29.10 17.92
C -17.96 -28.22 17.22
C -18.26 -28.78 15.86
O -19.12 -28.10 18.09
H -15.98 -29.13 17.40
H -17.33 -30.11 17.99
H -16.78 -28.75 18.95
H -17.57 -27.21 17.09
H -18.96 -28.11 15.35
H -18.71 -29.78 15.81
H -17.36 -28.81 15.25
H -18.95 -28.71 18.83
C -12.85 -26.97 20.27
C -12.29 -26.74 18.86
C -13.26 -26.03 17.93
O -11.10 -25.97 18.87
H -13.81 -27.49 20.21
H -12.94 -26.02 20.79
H -12.15 -27.60 20.81
H -12.04 -27.70 18.40
H -12.86 -25.97 16.92
H -13.55 -25.04 18.29
H -14.21 -26.58 17.84
H -11.24 -25.02 18.89
C -15.78 -24.70 15.76
C -16.93 -23.69 15.73
C -17.19 -23.12 14.34
O -18.14 -24.37 16.11
H -15.76 -25.42 16.56
H -14.86 -24.12 15.86
H -15.76 -25.18 14.78
H -16.77 -22.83 16.39
H -16.34 -22.53 13.99
H -18.05 -22.45 14.33
H -17.40 -23.92 13.63
H -18.11 -24.56 17.07
C -11.50 -21.50 21.26
C -12.15 -22.76 20.69
C -13.67 -22.68 20.56
O -11.55 -23.08 19.44
H -10.59 -21.78 21.77
H -12.22 -21.09 21.97
H -11.37 -20.74 20.49
H -12.02 -23.63 21.34
H -14.06 -21.68 20.32
H -14.13 -22.89 21.53
H -14.07 -23.32 19.78
H -11.81 -22.38 18.83
C -22.30 -24.37 15.50
C -21.39 -25.55 15.17
C -20.60 -25.40 13.88
O -20.43 -25.71 16.25
H -21.84 -23.39 15.57
H -22.87 -24.43 16.43
H -23.10 -24.40 14.75
H -21.99 -26.45 15.24
H -21.26 -25.55 13.02
H -19.80 -26.14 13.75
H -20.05 -24.46 13.87
H -19.60 -25.27 15.98
C -22.00 -23.78 20.94
C -22.74 -24.60 19.88
C -23.93 -23.88 19.27
O -21.84 -24.98 18.83
H -21.07 -24.28 21.22
H -22.59 -23.76 21.86
H -21.76 -22.77 20.60
H -23.01 -25.50 20.44
H -24.35 -24.36 18.39
H -23.66 -22.85 19.01
H -24.67 -23.71 20.05
H -21.44 -24.16 18.49
C -20.80 -20.52 16.83
C -19.78 -21.60 17.06
C -18.64 -21.12 17.96
O -20.41 -22.66 17.79
H -20.43 -19.75 16.15
H -20.95 -20.00 17.78
H -21.77 -20.83 16.44
H -19.28 -21.99 16.16
H -17.80 -21.83 17.91
H -18.94 -20.99 19.00
H -18.11 -20.22 17.64
H -19.73 -23.30 18.07

LUMO: -4.453 eV
Total charge: +1
Gap between HOMO and LUMO: 0.258 hartree
Calculated total energy: -94920.64746 eV
HOMO energy: -11.465 eV
ΔE to the lowest compared entry with this formula, charge and spin: 0.000 eV

Here are the Löwdin charges for atoms 1 to 6, given in e: 1.020, -0.068, -0.383, -0.357, 0.055, 0.077

No. 2
DFT (ωB97M-V/def2-TZVPD) results for a structure of composition C12H12OS.

Geometry (Å):
C 0.22 2.59 -0.14
C 1.41 2.24 0.50
C -0.84 1.82 -0.41
C 1.66 1.04 0.95
C -1.29 -0.49 2.27
C -1.80 0.06 1.19
C -1.01 -0.47 -1.14
C -0.02 -1.31 -1.45
C 0.32 -0.67 2.20
C -0.92 0.40 0.02
C 0.72 -0.18 0.82
C -0.08 -2.25 -2.56
O 2.50 -0.59 -1.15
S 1.54 -1.36 -0.40
H 0.14 3.56 -0.45
H 2.11 2.99 0.72
H -1.51 2.13 -1.18
H 2.65 0.80 1.25
H -1.81 -0.52 3.18
H -2.86 0.08 1.20
H -1.98 -0.27 -1.69
H 0.71 -0.22 3.07
H 0.63 -1.77 2.23
H -0.13 -3.32 -2.31
H 0.66 -2.25 -3.38
H -1.02 -2.05 -3.32

LUMO: 0.595 eV
Total charge: 0
Gap between HOMO and LUMO: 0.333 hartree
Calculated total energy: -25516.34316 eV
HOMO energy: -8.470 eV
ΔE to the lowest compared entry with this formula, charge and spin: 2.077 eV

Here are the Löwdin charges for atoms 1 to 6, given in e: -0.078, -0.093, -0.015, -0.079, -0.025, -0.061